ORCA calculation (ωB97M-V/def2-TZVPD) on a structure of composition C19H14Cl2IrN4O4S2Se.

The geometry in ORCA input format:
```
! RIJCOSX wB97M-V def2-TZVPD def2/J DEFGRID3
* xyz -1 5
Ir -0.82978 -0.31836 -1.29928
N 2.41598 -0.93282 -4.21384
C 1.50238 -0.64197 -3.23222
S -0.07508 -0.14962 -3.66818
N 1.95416 -0.68119 -1.99922
N 1.08699 -0.36575 -1.05432
C 1.54070 -0.40221 0.27640
C 2.87292 -0.90615 0.63207
C 4.03012 -0.29530 0.14744
C 5.27607 -0.75718 0.53629
C 5.37755 -1.84176 1.39767
C 4.22997 -2.46286 1.86825
C 2.97807 -2.00018 1.49168
C 0.61069 0.04763 1.21829
C 0.88685 0.26208 2.58824
C -0.11086 0.72310 3.40720
C -1.38391 0.97202 2.88231
C -1.59851 0.74180 1.53492
N -0.64229 0.30915 0.73316
H 2.03323 -1.24632 -5.08832
H 3.22447 -1.43786 -3.88696
H 3.94165 0.54460 -0.52702
H 6.17033 -0.27228 0.16509
H 6.35350 -2.20671 1.69377
H 4.30620 -3.32449 2.51948
H 2.07148 -2.50738 1.79760
H 1.88192 0.06599 2.95973
H 0.08773 0.89365 4.45748
H -2.19407 1.32525 3.50276
H -2.56809 0.89614 1.07944
Cl -3.41495 -0.18651 -1.74881
C -3.87906 1.40959 -1.18976
C -5.19370 1.55727 -0.79163
C -5.64014 2.78794 -0.33766
C -4.75196 3.85096 -0.28188
C -3.43745 3.67405 -0.67359
Cl -2.37649 5.04356 -0.57027
C -2.92855 2.44969 -1.15242
S -1.28511 2.27151 -1.66016
H -5.85606 0.70328 -0.83992
H -6.66775 2.91687 -0.02664
H -5.06619 4.82393 0.07004
O 0.34758 -3.22802 0.40382
Se -0.98034 -3.16033 -0.50589
O -0.59175 -2.47106 -1.99042
O -1.95748 -1.92731 0.05224
O -1.75094 -4.54646 -0.67698
*
```

For the HOMO energy (alpha / beta), the calculation gives -3.74 / -4.96 eV. As for the orbital gap (alpha / beta): 6.3 / 5.1 eV.

Results of the natural (NBO) charge analysis, in e, for atoms 1 through 4:
1 Ir 1.09
2 N -0.80
3 C 0.23
4 S -0.05



ORCA calculation (ωB97M-V/def2-TZVPD) on a cluster of 2 separate species, C5H5BrO in total in a non-equilibrium geometry.

The geometry in ORCA input format:
```
! RIJCOSX wB97M-V def2-TZVPD def2/J DEFGRID3
* xyz 0 1
C -1.82474 -1.20301 0.62992
C -0.58372 -0.59754 0.55055
C -2.81777 -1.92391 0.64886
C 0.27739 -0.55645 -0.65648
C 1.12044 0.68431 -0.60828
O 0.19565 -1.28391 -1.60973
Br -4.75945 0.28322 -0.17182
H -0.31199 -0.15082 1.54565
H -3.31995 -2.79260 0.95339
H 1.85181 0.84159 -1.37423
H 1.74576 0.77124 0.19889
H 0.44481 1.43597 -0.82570
*
```

For the HOMO energy (alpha / beta), the calculation gives -9.15 / -9.15 eV. As for the orbital gap (alpha / beta): 5.6 / 5.6 eV.

Results of the natural (NBO) charge analysis, in e, for atoms 1 through 4:
1 C -0.02
2 C -0.20
3 C 0.05
4 C 0.53



ORCA calculation (ωB97M-V/def2-TZVPD) on a structure of composition C24H39N2O2P3Tc in a non-equilibrium geometry.

The geometry in ORCA input format:
```
! RIJCOSX wB97M-V def2-TZVPD def2/J DEFGRID3
* xyz 4 4
P 2.73797 -0.67518 0.01658
C 3.54231 -0.90507 1.66334
H 4.63293 -0.88678 1.53617
H 3.25608 -1.86464 2.10882
H 3.25852 -0.07539 2.32092
C 3.39449 -2.17386 -0.79647
H 3.31705 -2.04339 -1.88400
H 2.81006 -3.04325 -0.45544
H 4.45561 -2.29801 -0.52624
C 3.87455 0.62945 -0.56553
H 4.91453 0.26952 -0.58197
H 3.80969 1.48993 0.11486
H 3.56716 0.92386 -1.57566
P -0.72471 2.59298 -0.43985
C -0.79468 3.70708 1.02980
H -1.30047 4.64567 0.76180
H 0.22149 3.94244 1.36840
H -1.35672 3.22678 1.84116
C 0.20192 3.71706 -1.54167
H 0.09163 3.39649 -2.58448
H 1.25717 3.69070 -1.23159
H -0.19348 4.74096 -1.43992
C -2.45098 2.82886 -0.99825
H -2.64616 3.89244 -1.20926
H -3.14158 2.48783 -0.21475
H -2.60208 2.23827 -1.90905
P -1.97272 -1.98761 0.01683
C -2.81857 -2.27035 1.62918
H -3.39685 -3.20141 1.57513
H -3.50399 -1.44054 1.83337
H -2.08540 -2.35580 2.43946
C -3.47597 -1.94124 -1.02286
H -4.16880 -2.74094 -0.71855
H -3.19381 -2.09923 -2.07141
H -3.94520 -0.95664 -0.87601
C -1.42938 -3.71332 -0.27778
H -2.30425 -4.37650 -0.38031
H -0.79235 -4.05382 0.55238
H -0.86715 -3.70672 -1.21994
Tc -0.06650 0.24554 0.14063
C 1.18285 1.29104 1.12609
O 1.87504 1.98067 1.78505
C -1.66883 0.52962 1.10779
O -2.62788 0.81157 1.74892
C -1.29001 -0.31218 -3.36040
C -0.64058 -1.53820 -3.19849
C 0.74955 -1.59489 -3.15510
C 1.49412 -0.41741 -3.25641
C 0.85307 0.80716 -3.41647
C -0.54281 0.85773 -3.46411
H -2.38073 -0.26605 -3.39124
H -1.22026 -2.45645 -3.10770
H 1.25170 -2.55677 -3.02952
H 2.58266 -0.45075 -3.20864
H 1.44224 1.72349 -3.48996
H -1.05292 1.81361 -3.57711
N 0.93053 -3.06866 2.74646
C 0.77316 -2.42728 1.58565
N 0.33812 -1.18195 1.76778
C 0.22405 -0.97487 3.15151
C -0.10828 0.15592 3.89788
C -0.09252 0.02064 5.29339
C 0.26253 -1.17982 5.90877
C 0.62540 -2.29936 5.16017
C 0.59436 -2.17733 3.78146
H 1.25420 -4.02891 2.83570
H 1.01691 -2.86758 0.61680
H -0.34397 1.09430 3.39293
H -0.35681 0.85515 5.91710
H 0.25930 -1.24279 7.00494
H 0.92353 -3.24974 5.60545
*
```

For the HOMO energy (alpha / beta), the calculation gives -20.50 / -20.71 eV. As for the orbital gap (alpha / beta): 8.3 / 4.7 eV.

Results of the Mulliken charge analysis, in e, for atoms 1 through 4:
1 P 0.98
2 C -1.24
3 H 0.59
4 H 0.31



ORCA calculation (ωB97M-V/def2-TZVPD) on a cluster of 4 separate species, C7H15NO in total in a non-equilibrium geometry.

The geometry in ORCA input format:
```
! RIJCOSX wB97M-V def2-TZVPD def2/J DEFGRID3
* xyz 0 1
C -0.79389 0.51592 -0.67675
C 0.35070 -0.14344 -1.46143
C -0.98447 1.96459 -1.11725
C -2.03432 -0.33472 -0.79651
C -3.13102 -0.04926 -1.48012
O -0.47935 0.53729 0.73885
H -0.10614 -0.66982 1.34487
H -1.96219 -1.27701 -0.26104
H 1.27736 0.41206 -1.31746
H 0.10741 -0.16620 -2.52293
H 0.50947 -1.16528 -1.11765
H -1.79907 2.42509 -0.56066
H -1.20248 2.01920 -2.18291
H -0.07036 2.52671 -0.92604
H -3.25655 0.87780 -2.02272
H -3.96771 -0.73328 -1.50242
C 2.94316 -1.46066 2.39124
C 2.12381 -0.40126 1.79517
N 2.02608 0.69889 1.39012
H 0.50382 0.87100 0.90873
H 0.51370 -1.26015 1.75116
H 3.94343 -1.07993 2.60091
H 2.48018 -1.80054 3.31830
H 3.00843 -2.30698 1.70654
*
```

For the HOMO energy, the calculation gives -8.98 eV. As for the orbital gap: 9.9 eV.

Results of the natural (NBO) charge analysis, in e, for atoms 1 through 4:
1 C 0.21
2 C -0.63
3 C -0.63
4 C -0.18



ORCA calculation (ωB97M-V/def2-TZVPD) on an isolated molecule of C14H22N6O in a non-equilibrium geometry.

The geometry in ORCA input format:
```
! RIJCOSX wB97M-V def2-TZVPD def2/J DEFGRID3
* xyz 0 1
H -4.10333 0.84662 -2.64846
N -4.05671 -0.18817 -2.37800
C -3.38017 -0.55775 -1.30437
C -2.45189 0.45264 -0.61164
C -1.42261 1.09026 -1.28211
N -1.25831 0.64442 -2.60293
C -0.58558 2.09227 -0.65859
O -0.98978 3.17488 -0.31859
N 0.80557 1.72524 -0.49974
C 1.47634 0.36714 -0.70888
C 2.89114 0.76753 -0.74953
C 3.00909 1.91510 0.24861
N 3.41099 1.34136 1.54064
C 2.64023 0.73996 2.60957
C 3.46720 -0.11381 3.35580
N 3.20327 -1.19291 4.23599
C 4.84184 0.39938 2.86391
N 4.67895 1.16722 1.81160
C 1.68604 2.72098 0.18111
C -3.48905 -1.97025 -0.73417
C -2.95485 -2.91783 -1.88592
C -4.88619 -2.45809 -0.25561
H -2.45513 0.51462 0.42576
H -2.04155 0.14324 -2.93675
H -0.59771 1.01103 -3.31560
H 1.20489 -0.01973 -1.76737
H 1.23426 -0.40686 0.08932
H 3.38021 -0.15262 -0.36692
H 3.24461 1.08780 -1.71495
H 3.79881 2.66589 -0.02261
H 1.51227 0.59164 2.54192
H 2.26117 -1.49416 4.49881
H 3.89968 -1.48857 4.91009
H 5.77127 0.11702 3.34388
H 1.37659 2.98589 1.19271
H 1.73771 3.65262 -0.46170
H -2.83976 -1.96088 0.09864
H -1.84411 -3.00360 -1.83925
H -3.34972 -3.89332 -1.67722
H -3.21402 -2.65088 -2.85066
H -5.54931 -2.67927 -1.00272
H -5.33453 -1.70937 0.46384
H -4.72780 -3.35668 0.18209
*
```

For the HOMO energy, the calculation gives -7.98 eV. As for the orbital gap: 8.5 eV. As for the structure (SMILES): [H]/N=C(\C=C(/N)C(=O)N1CC[C@H](n2cc(N)cn2)C1)C(C)C.

Results of the natural (NBO) charge analysis, in e, for atoms 1 through 4:
1 H 0.36
2 N -0.70
3 C 0.33
4 C -0.37



ORCA calculation (ωB97M-V/def2-TZVPD) on a cluster of 2 separate species, C8H4BrNO2 in total in a non-equilibrium geometry.

The geometry in ORCA input format:
```
! RIJCOSX wB97M-V def2-TZVPD def2/J DEFGRID3
* xyz 0 1
O 1.64787 -2.33186 0.00001
C 1.64811 -1.06634 0.00029
C 0.14444 -0.67545 -0.00008
C 0.14424 0.67584 -0.00010
C -1.14776 1.36426 -0.00009
C -2.40116 0.74972 -0.00030
C -2.40096 -0.74998 -0.00027
C -1.14785 -1.36471 -0.00006
N 2.59433 0.00005 0.00091
Br 6.72592 0.00088 0.00025
C 1.64405 1.05691 0.00024
O 1.65013 2.34135 -0.00013
H -1.15441 2.48705 0.00009
H -3.39632 1.27375 -0.00048
H -3.39630 -1.27412 -0.00040
H -1.15434 -2.48735 0.00012
*
```

For the HOMO energy (alpha / beta), the calculation gives -9.94 / -9.96 eV. As for the orbital gap (alpha / beta): 6.0 / 6.6 eV.

Results of the natural (NBO) charge analysis, in e, for atoms 1 through 4:
1 O -0.53
2 C 0.61
3 C 0.02
4 C -0.14



ORCA calculation (ωB97M-V/def2-TZVPD) on a structure of composition C3H2FKO2 in a non-equilibrium geometry.

The geometry in ORCA input format:
```
! RIJCOSX wB97M-V def2-TZVPD def2/J DEFGRID3
* xyz 0 1
C 0.24934 -1.41666 0.31284
C -0.50835 1.58469 0.11206
O -0.80193 -1.17342 0.88138
O 0.80760 -0.29736 -0.40371
C -0.00478 0.72420 -0.77915
H -1.34315 2.25476 -0.08348
F 0.08627 1.79013 1.31443
H -0.42129 0.69468 -1.78761
K 1.93629 -4.16101 0.43324
*
```

For the HOMO energy, the calculation gives -6.63 eV. As for the orbital gap: 5.4 eV.

Results of the natural (NBO) charge analysis, in e, for atoms 1 through 4:
1 C 0.23
2 C 0.17
3 O -0.69
4 O -0.62



ORCA calculation (ωB97M-V/def2-TZVPD) on a cluster of 2 separate species, C8H8N4O4 in total in a non-equilibrium geometry.

The geometry in ORCA input format:
```
! RIJCOSX wB97M-V def2-TZVPD def2/J DEFGRID3
* xyz 0 1
O 0.69344 -1.31189 -0.32688
C 1.81821 -0.72304 -0.33191
C 3.08890 -1.42103 -0.35470
C 4.24477 -0.65166 -0.08541
N 4.31962 0.65703 0.11156
C 3.19199 1.36237 0.07015
O 3.13397 2.59335 -0.08624
N 2.02672 0.62524 0.00674
H 3.16992 -2.44781 -0.33488
H 5.11258 -1.22491 0.23790
H 5.14161 1.13142 0.08708
H 1.14455 1.17166 0.13353
O -5.54852 1.08210 -0.43143
C -4.43462 0.57599 -0.18144
C -4.09997 -0.83476 0.14390
C -2.89996 -1.35259 0.24789
N -1.79976 -0.52638 -0.03535
C -1.98807 0.84777 0.00543
O -1.02715 1.55409 -0.17730
N -3.29939 1.32711 0.03463
H -4.99056 -1.52234 0.61957
H -2.86273 -2.41080 0.50027
H -0.74392 -0.90204 -0.01879
H -3.39164 2.40111 0.16571
*
```

For the HOMO energy, the calculation gives -8.94 eV. As for the orbital gap: 8.7 eV. As for the structure (SMILES): O=c1cc[nH]c(=O)[nH]1.O=c1cc[nH]c(=O)[nH]1.

Results of the natural (NBO) charge analysis, in e, for atoms 1 through 4:
1 O -0.64
2 C 0.67
3 C -0.37
4 C 0.09



no.,electronic energy (eV)
1,-148978.542
2,-77350.585
3,-62618.405
4,-11036.367
5,-25859.239
6,-83982.649
7,-26278.034
8,-22576.577